Below is a cluster of 9 separate species, C12H42N8O13 in total in a non-equilibrium geometry, with properties calculated with ωB97M-V with the def2-TZVPD basis set.

Results
2S+1 ... 1
Frontier orbital gap ... 9.480 eV
Charge ... 0
Structure (SMILES) ... NC(N)=O.NC(N)=O.NC(N)=O.NC(N)=O.OCCO.OCCO.OCCO.OCCO.O
E_HOMO ... -9.702 eV
M ... 506.511 g mol⁻¹

Bonds (Å) are listed after each position.
Geometry (Å):
1 H -12.584 12.158 -6.598  C21 1.090
2 C -5.952 16.839 1.746  O6 1.441, H50 1.090, H59 1.090, C70 1.528
3 H -11.218 6.021 -6.615  N9 1.010
4 O -13.827 10.957 -5.465  C21 1.413, H22 0.960
5 H -5.993 18.923 0.832  C70 1.090
6 O -5.070 15.718 1.545  C2 1.441, H25 0.960
7 C -7.474 10.696 -2.223  O16 1.202, N43 1.331, N72 1.298
8 C -11.366 6.032 1.238  O36 1.225, N40 1.291, N74 1.286
9 N -10.551 5.365 -6.997  H3 1.010, C24 1.347, H31 1.010
10 H -13.949 14.190 -6.179  C61 1.090
11 C -13.659 15.192 0.402  H14 1.090, C27 1.574, O57 1.366, H71 1.090
12 N -5.165 14.683 -6.628  C26 1.332, H29 1.010, H45 1.010
13 H -9.849 5.301 2.408  N74 1.010
14 H -13.493 14.718 1.370  C11 1.090
15 H -9.399 2.544 -6.265  N28 1.010
16 O -8.518 10.932 -1.676  C7 1.202
17 H -14.565 17.653 -0.958  O56 0.960
18 H -7.892 10.565 4.046  O52 0.957
19 H -13.624 17.308 0.968  C27 1.090
20 H -0.982 8.652 -5.907  C62 1.090
21 C -13.217 12.208 -5.712  H1 1.090, O4 1.413, H44 1.090, C61 1.530
22 H -14.345 11.031 -4.660  O4 0.960
23 H -5.244 18.842 3.150  O48 0.960
24 C -10.502 4.121 -6.482  N9 1.347, N28 1.295, O54 1.190
25 H -5.588 14.955 1.812  O6 0.960
26 C -4.520 15.713 -6.083  N12 1.332, O32 1.227, N66 1.323
27 C -14.372 16.561 0.706  C11 1.574, H19 1.090, H46 1.090, O56 1.396
28 N -9.467 3.406 -6.785  H15 1.010, C24 1.295, H68 1.010
29 H -6.104 14.941 -6.897  N12 1.010
30 O -4.189 9.202 -7.048  C33 1.426, H58 0.960
31 H -9.729 5.548 -7.555  N9 1.010
32 O -4.990 16.835 -5.930  C26 1.227
33 C -2.775 9.085 -7.189  O30 1.426, H53 1.090, C62 1.548, H63 1.090
34 H -12.063 14.535 -0.467  O57 0.960
35 H -11.117 5.364 -0.673  N40 1.010
36 O -11.983 6.790 1.977  C8 1.225
37 H -2.772 14.630 -5.810  N66 1.010
38 O -15.085 13.484 -4.616  C61 1.447, H64 0.960
39 H -9.779 4.880 0.798  N74 1.010
40 N -11.622 5.952 -0.025  C8 1.291, H35 1.010, H51 1.010
41 H -4.597 18.008 0.590  C70 1.090
42 H -15.013 12.891 -6.622  C61 1.090
43 N -6.377 11.443 -2.313  C7 1.331, H55 1.010, H60 1.010
44 H -12.562 12.466 -4.881  C21 1.090
45 H -4.783 13.760 -6.775  N12 1.010
46 H -15.058 16.466 1.548  C27 1.090
47 H -2.491 8.172 -5.224  C62 1.090
48 O -4.637 18.728 2.415  H23 0.960, C70 1.405
49 H -6.514 9.542 -3.553  N72 1.010
50 H -6.879 16.882 1.174  C2 1.090
51 H -12.471 6.388 -0.353  N40 1.010
52 O -7.571 10.914 3.214  H18 0.957, H69 0.957
53 H -2.362 8.278 -7.794  C33 1.090
54 O -11.369 3.566 -5.885  C24 1.190
55 H -6.338 12.373 -1.920  N43 1.010
56 O -15.074 17.075 -0.386  H17 0.960, C27 1.396
57 O -12.619 15.317 -0.476  C11 1.366, H34 0.960
58 H -4.550 8.523 -7.623  O30 0.960
59 H -6.265 16.884 2.789  C2 1.090
60 H -5.663 11.114 -2.948  N43 1.010
61 C -14.344 13.235 -5.833  H10 1.090, C21 1.530, O38 1.447, H42 1.090
62 C -2.029 8.944 -5.839  H20 1.090, C33 1.548, H47 1.090, O65 1.429
63 H -2.346 9.999 -7.601  C33 1.090
64 H -14.549 13.987 -3.998  O38 0.960
65 O -2.000 10.063 -4.951  C62 1.429, H67 0.960
66 N -3.242 15.524 -5.796  C26 1.323, H37 1.010, H73 1.010
67 H -1.358 9.899 -4.257  O65 0.960
68 H -8.759 3.625 -7.472  N28 1.010
69 H -7.742 10.217 2.580  O52 0.957
70 C -5.366 18.191 1.341  C2 1.528, H5 1.090, H41 1.090, O48 1.405
71 H -14.421 14.562 -0.057  C11 1.090
72 N -7.299 9.616 -2.922  C7 1.298, H49 1.010, H75 1.010
73 H -2.700 16.272 -5.387  N66 1.010
74 N -10.324 5.333 1.518  C8 1.286, H13 1.010, H39 1.010
75 H -8.109 9.013 -2.897  N72 1.010